C21H15N | the ωB97M-V functional and the def2-TZVPD basis

The energy above the lowest of the compared OMol25 structures with the same formula, charge and spin is 40.62 kcal per mole. Its frontier orbital gap is 4.98 eV. Its SMILES is CCc1ccc2c(c1)C1=Nc3ccc4ccccc4c3C1=C2. The total charge is 0.

Last column: Löwdin charge in e.
CARTESIAN COORDINATES (ANGSTROEM)
N 0.304 0.012 2.168  0.242
C 0.177 -0.518 -1.335  0.125
C -0.189 -0.408 0.936  -0.102
C 0.786 -0.452 -0.089  -0.157
C -3.521 -0.358 -1.621  -0.006
C 5.734 1.290 -0.786  -0.077
C 4.907 0.641 -1.684  -0.118
C -3.831 -0.339 -0.164  -0.153
C 2.444 0.679 2.757  -0.014
C -2.225 -0.378 -2.100  0.029
C -2.741 -0.345 0.641  0.011
C 5.316 1.410 0.598  -0.019
C 3.628 1.231 2.365  -0.032
C 3.647 0.131 -1.370  0.009
C 1.590 0.127 1.814  -0.289
C -1.145 -0.470 -1.129  -0.211
C -1.435 -0.379 0.195  -0.106
C 1.907 -0.072 0.467  -0.106
C 4.004 1.024 1.009  -0.173
C 3.190 0.371 -0.003  -0.054
C -6.201 -1.552 -0.226  -0.089
C -5.263 -0.461 0.419  -0.174
H 0.654 -0.544 -2.334  0.147
H -4.312 -0.372 -2.348  0.092
H 6.760 1.649 -0.955  0.102
H 5.310 0.579 -2.620  0.066
H 2.141 0.656 3.789  0.111
H -1.911 -0.383 -3.087  0.087
H -2.896 -0.302 1.719  0.132
H 5.967 2.008 1.264  0.107
H 4.400 1.786 2.955  0.124
H 3.065 -0.523 -2.050  0.110
H -6.016 -2.496 0.277  0.062
H -7.258 -1.198 -0.070  0.080
H -6.087 -1.693 -1.338  0.071
H -5.651 0.465 0.466  0.060
H -5.248 -0.816 1.470  0.114


Cl3CuI | the ωB97M-V functional and the def2-TZVPD basis

The energy above the lowest of the compared OMol25 structures with the same formula, charge and spin is 25.98 kcal per mole. Its frontier orbital gap (alpha / beta) is 6.56 / 3.59 eV. The multiplicity is 2. The total charge is -2.

Last column: Löwdin charge in e.
CARTESIAN COORDINATES (ANGSTROEM)
Cu 7.477 5.812 6.640  -0.037
I 4.764 4.997 6.996  -0.174
Cl 7.920 8.336 6.573  -0.373
Cl 9.148 5.551 8.629  -0.446
Cl 4.853 3.713 2.793  -0.969


C4H9NO | the ωB97M-V functional and the def2-TZVPD basis

The energy above the lowest of the compared OMol25 structures with the same formula, charge and spin is 83.57 kcal per mole. Its frontier orbital gap is 9.69 eV. Its SMILES is C=CO.C=NC. The total charge is 0.

Last column: Löwdin charge in e.
CARTESIAN COORDINATES (ANGSTROEM)
C 2.321 0.539 0.490  -0.159
C 2.834 -0.261 2.582  -0.100
N 2.615 -0.568 1.384  -0.077
H 2.161 1.468 1.058  0.065
H 3.139 0.761 -0.191  0.073
H 1.418 0.395 -0.104  0.064
H 3.334 -0.989 3.228  0.059
H 2.365 0.496 3.227  0.076
C -3.090 -0.261 -0.382  -0.004
C -2.502 0.404 -1.372  -0.300
O -2.189 -0.168 -2.565  -0.002
H -3.388 0.334 0.473  0.044
H -2.973 -1.313 -0.155  0.058
H -2.152 1.405 -1.138  0.107
H -2.010 0.530 -3.202  0.097


C6H12O | the ωB97M-V functional and the def2-TZVPD basis

The energy above the lowest of the compared OMol25 structures with the same formula, charge and spin is 40.69 kcal per mole. Its frontier orbital gap is 9.24 eV. Its SMILES is C=CC=C(C)C.O. The total charge is 0.

Last column: Löwdin charge in e.
CARTESIAN COORDINATES (ANGSTROEM)
C 1.105 0.494 1.408  -0.058
C 0.862 0.405 -0.070  -0.356
C -0.304 0.741 -0.660  -0.091
C -1.577 0.521 0.029  -0.213
C -2.793 0.897 -0.361  0.009
C 2.042 -0.080 -0.850  -0.071
H 1.613 -0.404 1.785  0.087
H 0.180 0.553 1.979  0.066
H 1.786 1.292 1.703  0.089
H -0.374 0.908 -1.729  0.112
H -1.434 0.044 0.993  0.080
H -2.932 1.617 -1.158  0.058
H -3.680 0.642 0.202  0.050
H 2.296 -1.104 -0.562  0.086
H 2.970 0.396 -0.484  0.081
H 2.007 0.078 -1.922  0.078
H -0.793 -2.110 0.614  0.013
H -0.469 -2.167 -0.853  0.031
O -0.505 -2.722 -0.065  -0.051


C7H15N2 | the ωB97M-V functional and the def2-TZVPD basis

The energy above the lowest of the compared OMol25 structures with the same formula, charge and spin is 53.49 kcal per mole. Its frontier orbital gap is 9.07 eV. Its SMILES is C=C(C)CCC(=[NH2+])CN. The total charge is +1.

Last column: Löwdin charge in e.
CARTESIAN COORDINATES (ANGSTROEM)
C 0.885 -1.444 0.548  -0.089
C 0.658 -0.693 -0.818  -0.111
C 0.526 0.827 1.761  0.043
C -0.385 1.324 -2.034  -0.161
C 0.492 -0.514 1.702  -0.400
C -0.524 0.217 -0.894  -0.219
C -0.133 -1.101 2.867  -0.083
N -1.537 0.382 -0.148  0.237
N 0.015 0.718 -3.283  0.043
H 0.253 -2.342 0.575  0.120
H 1.962 -1.711 0.551  0.138
H 1.609 -0.171 -1.022  0.144
H 0.669 -1.165 -1.793  0.129
H 0.161 1.488 2.501  0.080
H 0.937 1.322 0.885  0.064
H -1.289 1.858 -2.025  0.097
H 0.451 1.925 -1.559  0.156
H -1.153 -0.798 3.021  0.082
H 0.430 -0.675 3.702  0.103
H -0.078 -2.195 2.884  0.095
H -1.709 -0.260 0.764  0.222
H -2.315 0.908 -0.534  0.150
H 0.771 1.181 -3.645  0.049
H -0.698 0.918 -4.007  0.113


C17H33AsF5N4O3P2RbS4Sb | the ωB97M-V functional and the def2-TZVPD basis

The energy above the lowest of the compared OMol25 structures with the same formula, charge and spin is 5.06 kcal per mole. Its frontier orbital gap (alpha / beta) is 4.20 / 5.11 eV. The multiplicity is 2. The total charge is -2.

Last column: Löwdin charge in e.
CARTESIAN COORDINATES (ANGSTROEM)
Rb 0.234 0.349 0.325  0.648
F -6.480 -0.386 -2.833  0.081
C -5.182 -0.720 -2.961  -0.164
C -4.197 -0.009 -2.299  -0.168
F -4.546 1.020 -1.514  0.099
C -2.871 -0.363 -2.447  -0.278
F -1.980 0.342 -1.737  0.005
C -2.424 -1.428 -3.246  -0.672
S -0.764 -1.868 -3.377  0.499
C -3.467 -2.118 -3.889  -0.264
F -3.190 -3.171 -4.669  0.054
C -4.799 -1.784 -3.757  -0.164
F -5.744 -2.491 -4.400  0.086
C 0.465 -0.635 5.945  -0.118
N -0.074 -1.704 5.099  -0.301
C -1.380 -2.158 5.537  -0.113
P 0.250 -1.465 3.493  0.462
O -0.257 -0.236 2.864  -0.387
O -0.529 -2.798 2.905  -0.289
P -0.511 -3.216 1.356  0.461
O 0.217 -2.339 0.428  -0.385
N 0.222 -4.713 1.446  -0.294
C -0.326 -5.701 2.352  -0.124
C 0.610 -5.276 0.157  -0.102
N -2.114 -3.343 0.998  -0.279
C -2.595 -3.066 -0.351  -0.086
C -3.141 -3.700 1.952  -0.107
N 1.836 -1.730 3.289  -0.282
C 2.731 -0.910 2.475  -0.144
C 2.462 -2.920 3.826  -0.099
H 0.675 -1.039 6.938  0.081
H -0.245 0.193 6.033  0.089
H 1.382 -0.222 5.520  -0.025
H -1.303 -2.484 6.578  0.080
H -1.718 -3.000 4.938  0.056
H -2.136 -1.363 5.486  0.089
H -0.546 -5.247 3.318  0.071
H 0.412 -6.491 2.510  0.081
H -1.243 -6.167 1.961  0.081
H 0.999 -4.489 -0.484  0.082
H -0.235 -5.760 -0.352  0.086
H 1.390 -6.025 0.317  0.080
H -1.773 -2.769 -1.004  0.029
H -3.336 -2.259 -0.328  0.090
H -3.072 -3.955 -0.781  0.091
H -2.715 -3.882 2.936  0.058
H -3.674 -4.602 1.630  0.082
H -3.873 -2.890 2.044  0.089
H 2.299 0.047 2.184  -0.018
H 3.037 -1.472 1.584  0.071
H 3.598 -0.649 3.082  0.065
H 1.768 -3.463 4.466  0.071
H 3.336 -2.638 4.420  0.089
H 2.784 -3.583 3.014  0.083
S 5.679 3.446 2.648  -0.427
Sb 3.425 3.219 3.091  -0.038
S 2.259 2.697 1.119  -0.381
S 2.932 1.743 4.832  -0.331
C 5.090 0.613 -0.040  -0.343
As 3.484 0.219 -1.079  0.973
C 3.612 1.719 -2.331  -0.343
C 4.274 -1.152 -2.259  -0.354
H 5.929 0.829 -0.704  0.020
H 5.337 -0.246 0.586  0.015
H 4.892 1.472 0.601  -0.064
H 4.612 1.776 -2.766  0.016
H 3.401 2.630 -1.770  -0.008
H 2.873 1.601 -3.124  0.013
H 5.222 -0.816 -2.684  0.009
H 3.573 -1.378 -3.064  0.008
H 4.442 -2.065 -1.686  0.004


C2H4ClNO2 | the ωB97M-V functional and the def2-TZVPD basis

The energy above the lowest of the compared OMol25 structures with the same formula, charge and spin is 10.04 kcal per mole. Its frontier orbital gap is 9.35 eV. The total charge is 0.

Last column: Löwdin charge in e.
CARTESIAN COORDINATES (ANGSTROEM)
C -0.919 -0.605 0.113  -0.508
C 0.220 0.312 -0.372  -0.274
N 0.230 1.514 0.270  0.114
O -0.664 -1.929 -0.011  0.084
O -1.989 -0.236 0.543  0.129
Cl 2.048 -0.907 0.387  0.082
H 0.710 0.219 -1.405  0.129
H 0.772 2.316 0.014  0.121
H -0.446 1.511 0.989  0.095
H 0.040 -2.196 -0.528  0.028


C5H4CsO7 | the ωB97M-V functional and the def2-TZVPD basis

The energy above the lowest of the compared OMol25 structures with the same formula, charge and spin is 0.06 kcal per mole. Its frontier orbital gap is 3.76 eV. The total charge is -1.

Last column: Löwdin charge in e.
CARTESIAN COORDINATES (ANGSTROEM)
O 3.575 -0.067 0.672  -0.118
C 2.894 -1.020 0.300  -0.669
O 3.161 -2.148 -0.060  0.025
O -1.662 1.118 0.447  -0.058
C -2.094 0.613 -0.797  -0.195
C -1.888 -0.915 -0.675  -0.193
O -1.377 -1.098 0.626  -0.047
C -0.789 0.150 1.076  -0.706
H -3.147 0.887 -0.947  0.102
H -1.508 1.035 -1.630  0.104
H -1.176 -1.281 -1.434  0.109
H -2.822 -1.482 -0.777  0.103
Cs 4.493 2.937 -0.081  0.963
O 1.079 1.442 0.176  0.007
O -0.721 0.264 2.351  -0.074
O 1.336 -0.769 0.293  0.071
C 0.644 0.333 0.460  -0.425